Computed, not measured: a cluster of 2 separate species, C4H10NO2 in total in a non-equilibrium geometry, with the ωB97M-V functional and the def2-TZVPD basis.

Atoms and positions in Å:
C (1.77, 0.15, -1.08)
C (-1.97, 0.08, 0.75)
C (-1.37, -1.03, 0.29)
C (2.00, 0.17, 0.35)
N (-1.98, 1.33, 0.17)
O (-0.93, -0.92, -1.09)
O (2.53, -0.70, 1.12)
H (2.18, 1.00, -1.48)
H (0.71, 0.23, -1.39)
H (-2.27, -0.12, 1.78)
H (-1.37, -1.84, 0.92)
H (1.71, 1.06, 0.75)
H (2.13, -0.85, -1.44)
H (-2.47, 2.03, 0.65)
H (-1.89, 1.28, -0.81)
H (-1.57, -1.46, -1.52)
H (2.80, -0.41, 2.01)

Calculated values
**ΔE to the lowest compared entry with this formula, charge and spin**: 97.19 kcal per mole
**Net charge**: +1
**Energy**: -363.28078 a.u.